DFT (ωB97M-V with the def2-TZVPD basis set) results for 9 unconnected molecules or ions with the total composition C40H63F21O20 in a non-equilibrium geometry.

Geometry as ORCA input:
```
! wB97M-V def2-TZVPD RIJCOSX def2/J DEFGRID3
* xyz 0 1
C -7.704 -16.575 4.463
O -7.646 -15.414 3.679
C -6.407 -14.873 3.222
C -5.696 -13.985 4.252
O -5.642 -12.657 3.810
C -5.113 -11.831 4.807
C -5.171 -10.380 4.371
O -4.307 -10.063 3.292
C -2.934 -10.094 3.643
H -7.238 -17.421 3.929
H -8.733 -16.908 4.601
H -7.203 -16.497 5.438
H -6.664 -14.266 2.356
H -5.735 -15.691 2.944
H -4.665 -14.366 4.371
H -6.103 -14.134 5.257
H -4.079 -12.087 5.086
H -5.700 -11.931 5.733
H -4.899 -9.760 5.237
H -6.182 -10.198 4.006
H -2.797 -9.719 4.662
H -2.409 -9.408 2.981
H -2.568 -11.108 3.482
C -12.727 -17.188 7.087
O -12.735 -18.580 6.800
C -11.779 -19.387 7.472
C -10.757 -19.844 6.449
O -9.858 -20.756 7.105
C -9.095 -21.539 6.184
C -7.929 -20.825 5.506
O -8.298 -19.834 4.600
C -9.104 -20.323 3.539
H -13.605 -16.802 6.570
H -11.781 -16.769 6.733
H -12.891 -16.977 8.151
H -12.321 -20.259 7.843
H -11.238 -18.892 8.281
H -10.304 -18.946 6.018
H -11.243 -20.460 5.686
H -9.787 -21.977 5.461
H -8.652 -22.319 6.809
H -7.280 -21.619 5.091
H -7.314 -20.373 6.288
H -9.183 -19.556 2.775
H -10.126 -20.556 3.863
H -8.656 -21.237 3.131
C -10.743 -12.978 6.234
C -12.021 -13.684 6.635
O -12.809 -12.755 7.382
C -12.898 -12.899 8.694
O -12.336 -13.684 9.367
C -13.897 -11.886 9.290
F -14.428 -12.338 10.431
F -13.218 -10.743 9.559
F -14.865 -11.583 8.438
H -10.157 -13.528 5.490
H -10.072 -12.853 7.088
H -10.941 -12.015 5.759
H -11.747 -14.529 7.255
H -12.561 -14.036 5.763
C -7.851 -29.126 3.164
C -8.799 -27.993 3.362
O -8.250 -26.937 4.183
C -7.408 -26.138 3.615
O -6.917 -26.268 2.548
C -7.188 -24.900 4.476
F -7.679 -25.046 5.716
F -5.897 -24.545 4.557
F -7.827 -23.864 3.888
H -8.348 -30.014 2.772
H -7.457 -29.470 4.126
H -7.023 -28.831 2.529
H -9.777 -28.229 3.771
H -9.027 -27.557 2.380
C -8.171 -13.820 -2.340
C -9.059 -14.214 -1.197
O -8.464 -15.215 -0.334
C -8.643 -16.455 -0.642
O -9.061 -16.858 -1.671
C -8.121 -17.401 0.469
F -9.116 -17.593 1.370
F -7.792 -18.573 -0.049
F -7.105 -16.875 1.101
H -7.922 -14.641 -3.015
H -7.220 -13.399 -2.004
H -8.642 -13.056 -2.961
H -10.011 -14.620 -1.555
H -9.281 -13.368 -0.550
C -15.782 -22.855 9.213
C -14.884 -21.639 9.160
O -15.676 -20.544 8.588
C -15.615 -19.374 9.171
O -15.060 -19.112 10.185
C -16.361 -18.279 8.384
F -15.496 -17.350 7.964
F -17.027 -18.737 7.337
F -17.203 -17.670 9.236
H -16.695 -22.608 9.760
H -15.289 -23.689 9.711
H -16.153 -23.154 8.232
H -14.044 -21.737 8.475
H -14.576 -21.321 10.152
C -10.170 -23.181 9.649
C -11.066 -24.192 8.984
O -11.573 -23.647 7.762
C -12.559 -24.274 7.207
O -13.044 -25.297 7.543
C -13.071 -23.512 5.963
F -13.307 -24.374 4.986
F -14.190 -22.829 6.241
F -12.169 -22.618 5.569
H -10.625 -22.255 10.011
H -9.335 -22.847 9.038
H -9.761 -23.656 10.547
H -11.901 -24.492 9.616
H -10.451 -25.081 8.823
C -6.297 -20.629 11.062
C -7.017 -20.948 9.778
O -6.966 -22.376 9.505
C -5.864 -22.938 9.198
O -4.838 -22.403 9.024
C -6.047 -24.467 9.085
F -7.218 -24.745 8.482
F -5.041 -24.986 8.371
F -6.055 -25.061 10.266
H -6.246 -19.551 11.196
H -5.244 -20.894 10.920
H -6.668 -21.103 11.964
H -6.639 -20.377 8.937
H -8.086 -20.843 9.957
C -6.705 -16.920 8.814
C -5.297 -16.618 9.259
O -4.297 -17.164 8.386
C -4.159 -16.575 7.253
O -4.648 -15.577 6.883
C -3.201 -17.343 6.311
F -2.247 -16.549 5.839
F -2.628 -18.387 6.882
F -3.932 -17.781 5.261
H -6.808 -18.004 8.834
H -6.895 -16.495 7.832
H -7.358 -16.482 9.565
H -5.092 -16.953 10.278
H -5.098 -15.547 9.413
*
```

Output
structure (SMILES) = CCOC(=O)C(F)(F)F.CCOC(=O)C(F)(F)F.CCOC(=O)C(F)(F)F.CCOC(=O)C(F)(F)F.CCOC(=O)C(F)(F)F.CCOC(=O)C(F)(F)F.CCOC(=O)C(F)(F)F.COCCOCCOC.COCCOCCOC
lowest unoccupied orbital energy = 0.29 eV
relative energy (zero: lowest compared OMol25 entry of this formula, charge and spin) = 8.8 kcal per mole
orbital gap = 9.70 eV


DFT (ωB97M-V with the def2-TZVPD basis set) results for a molecular structure, C40H64O40S4 in a non-equilibrium geometry.

Geometry as ORCA input:
```
! wB97M-V def2-TZVPD RIJCOSX def2/J DEFGRID3
* xyz 0 1
C -1.066 1.513 6.925
C -1.797 0.405 6.128
O -0.629 -0.506 5.728
S 0.460 0.466 5.254
O 0.151 0.914 3.898
O 1.766 -0.058 5.535
O 0.128 1.682 6.096
H -0.555 1.206 7.823
H -1.594 2.468 7.041
H -2.137 0.782 5.163
H -2.449 -0.265 6.640
C 6.069 2.432 -1.979
C 6.792 1.687 -0.825
O 5.673 1.259 0.061
S 4.322 1.400 -0.708
O 3.240 1.725 0.226
O 4.103 0.341 -1.688
O 4.685 2.671 -1.472
H 6.109 1.847 -2.918
H 6.293 3.473 -2.118
H 7.436 2.268 -0.169
H 7.338 0.834 -1.186
C -1.618 3.518 3.450
C -2.678 4.420 2.711
O -3.795 4.578 3.660
S -3.409 4.049 5.072
O -3.983 2.781 5.370
O -3.465 5.094 5.980
O -1.968 3.886 4.837
H -0.655 3.929 3.202
H -1.724 2.443 3.259
H -3.051 3.908 1.801
H -2.399 5.453 2.456
C -0.117 0.736 0.680
C -1.378 1.508 0.050
O -1.892 0.475 -0.907
S -0.794 -0.412 -1.377
O -0.053 0.221 -2.403
O -1.342 -1.752 -1.528
O 0.037 -0.430 -0.114
H -0.369 0.367 1.646
H 0.747 1.375 0.706
H -1.065 2.273 -0.689
H -2.173 1.831 0.741
C 3.903 5.737 0.987
C 2.490 5.800 0.365
C 2.292 5.021 -0.940
O 0.904 4.654 -0.839
C 0.536 4.679 0.477
O -0.508 4.297 0.860
O 1.517 5.228 1.218
H 4.083 4.733 1.305
H 4.084 6.429 1.834
H 4.601 5.892 0.188
H 2.224 6.877 0.218
H 2.974 4.182 -0.972
H 2.289 5.564 -1.887
C 2.956 -3.146 -1.521
C 2.694 -4.558 -2.023
C 1.271 -4.730 -2.606
O 1.431 -5.354 -3.853
C 2.757 -5.321 -4.174
O 3.224 -5.742 -5.199
O 3.459 -4.805 -3.150
H 2.206 -2.878 -0.739
H 2.818 -2.420 -2.365
H 3.962 -2.956 -1.167
H 2.876 -5.347 -1.259
H 0.956 -3.727 -2.795
H 0.598 -5.380 -2.031
C -2.044 -4.990 -2.779
C -2.440 -4.435 -4.177
C -3.255 -3.167 -4.187
O -2.728 -2.445 -5.326
C -1.437 -2.900 -5.542
O -0.661 -2.402 -6.269
O -1.240 -3.988 -4.780
H -2.921 -5.234 -2.166
H -1.469 -4.148 -2.277
H -1.378 -5.825 -2.882
H -2.877 -5.241 -4.800
H -3.158 -2.504 -3.326
H -4.308 -3.322 -4.342
C 3.007 -1.414 2.150
C 4.469 -1.755 2.283
C 5.234 -0.888 3.212
O 6.158 -1.747 3.782
C 5.699 -3.055 3.656
O 6.239 -4.008 4.110
O 4.607 -3.044 2.849
H 2.656 -2.131 1.364
H 2.903 -0.425 1.711
H 2.360 -1.523 3.030
H 4.886 -1.814 1.268
H 4.613 -0.525 4.076
H 5.678 -0.043 2.698
C -4.635 0.173 -4.352
C -4.166 0.400 -3.004
C -4.788 1.551 -2.250
O -4.838 1.088 -0.921
C -4.822 -0.272 -0.947
O -5.224 -0.981 -0.045
O -4.443 -0.759 -2.121
H -5.656 -0.138 -4.328
H -4.147 -0.723 -4.740
H -4.516 0.933 -5.124
H -3.113 0.501 -3.143
H -5.804 1.687 -2.622
H -4.146 2.394 -2.303
C -7.242 0.591 3.591
C -6.144 0.654 2.523
C -5.550 2.085 2.259
O -4.174 1.727 2.161
C -3.905 0.472 2.593
O -2.789 0.003 2.734
O -5.006 -0.162 2.885
H -7.717 -0.398 3.673
H -8.036 1.296 3.252
H -6.906 0.937 4.584
H -6.453 0.315 1.548
H -5.588 2.880 3.029
H -5.997 2.429 1.320
C 2.532 -0.639 -5.896
C 2.707 0.897 -5.824
C 2.175 1.569 -4.493
O 3.159 2.536 -4.154
C 4.246 2.281 -4.862
O 5.323 2.942 -4.666
O 4.085 1.278 -5.733
H 2.856 -1.040 -4.937
H 3.174 -1.132 -6.635
H 1.469 -0.819 -6.092
H 2.296 1.432 -6.643
H 2.155 0.860 -3.640
H 1.169 1.975 -4.561
C -1.105 -2.837 2.897
C -1.237 -4.085 2.096
C -1.300 -3.847 0.622
O 0.006 -4.202 0.153
C 0.679 -4.833 1.108
O 1.804 -5.281 1.015
O -0.036 -4.870 2.302
H -0.345 -2.217 2.384
H -0.628 -3.042 3.854
H -2.015 -2.267 3.089
H -2.090 -4.633 2.485
H -1.560 -2.819 0.356
H -2.101 -4.444 0.194
*
```

Output
lowest unoccupied orbital energy = -0.06 eV
orbital gap = 10.16 eV


DFT (ωB97M-V with the def2-TZVPD basis set) results for a molecular structure, C40H65Cl2GeN9OP3Sn in a non-equilibrium geometry.

Geometry as ORCA input:
```
! wB97M-V def2-TZVPD RIJCOSX def2/J DEFGRID3
* xyz 0 2
Sn 0.160 1.299 1.807
C 1.875 -3.305 2.583
C 1.890 -2.114 3.505
C 0.679 -2.069 4.487
P 2.169 -0.545 2.625
C 3.133 -0.883 1.087
N 2.273 -1.358 0.040
Ge 0.858 -0.097 -0.476
N -0.648 -1.070 -1.146
C -1.901 -1.083 -0.374
P -1.765 -2.133 1.092
C -3.404 -1.774 1.927
C -4.673 -1.401 1.192
C -3.707 -2.962 2.817
C -1.972 -3.918 0.351
C -3.238 -4.171 -0.431
C -0.766 -4.288 -0.377
C -0.810 -1.122 -2.531
C -1.999 -0.968 -3.244
C -2.096 -0.904 -4.637
C -0.943 -0.970 -5.363
C 0.276 -1.062 -4.662
C 0.352 -1.175 -3.297
N 1.592 -1.281 -2.596
C 2.039 -2.503 -2.046
C 2.005 -3.604 -2.902
C 2.581 -4.780 -2.440
C 3.326 -4.762 -1.209
C 3.265 -3.632 -0.384
C 2.573 -2.477 -0.751
C 2.692 -0.434 -3.060
C 3.728 -0.775 -3.854
C 4.667 0.133 -4.312
C 4.544 1.446 -3.896
C 3.488 1.826 -3.067
C 2.556 0.921 -2.602
N 1.421 1.166 -1.796
C 1.040 2.558 -1.630
P -0.622 2.919 -0.886
C -0.464 4.723 -0.822
C 0.475 5.233 0.293
C -0.432 5.397 -2.171
C -1.842 2.596 -2.269
C -3.142 3.424 -2.039
C -1.493 2.506 -3.761
C 3.457 0.243 3.793
C 4.757 -0.492 4.109
C 2.824 0.729 5.103
H 1.392 -4.179 3.089
H 2.948 -3.600 2.281
H 1.238 -3.148 1.764
H 2.801 -2.231 4.056
H -0.282 -2.287 3.965
H 0.646 -1.138 4.971
H 0.719 -2.887 5.242
H 3.932 -1.672 1.226
H 3.727 0.051 0.869
H -2.637 -1.496 -1.187
H -2.354 -0.157 0.013
H -3.113 -0.949 2.591
H -4.629 -0.446 0.661
H -5.520 -1.169 1.866
H -4.982 -2.170 0.551
H -2.836 -3.184 3.466
H -4.101 -3.803 2.241
H -4.499 -2.668 3.630
H -2.056 -4.522 1.255
H -3.311 -3.638 -1.374
H -4.122 -3.892 0.137
H -3.282 -5.233 -0.757
H -0.763 -3.704 -1.290
H -0.559 -5.321 -0.730
H 0.125 -3.937 0.139
H -2.942 -0.798 -2.657
H -3.088 -0.941 -5.041
H -0.953 -0.945 -6.455
H 1.221 -1.110 -5.148
H 1.579 -3.455 -3.907
H 2.493 -5.717 -3.019
H 3.729 -5.696 -0.869
H 3.909 -3.685 0.512
H 3.898 -1.795 -4.143
H 5.438 -0.383 -4.918
H 5.290 2.160 -4.248
H 3.337 2.858 -2.772
H 0.997 2.918 -2.700
H 1.749 3.118 -0.969
H -1.463 4.944 -0.460
H 1.558 5.263 0.069
H 0.360 4.588 1.144
H 0.153 6.211 0.571
H 0.528 5.290 -2.720
H -0.556 6.461 -2.021
H -1.179 5.005 -2.799
H -2.205 1.551 -2.058
H -3.036 4.524 -2.154
H -3.553 3.224 -1.063
H -3.811 3.152 -2.888
H -1.100 3.462 -4.217
H -2.407 2.233 -4.362
H -0.660 1.822 -4.021
H 3.696 1.186 3.332
H 4.570 -1.222 4.954
H 5.477 0.251 4.493
H 5.284 -0.996 3.290
H 2.422 -0.151 5.612
H 1.969 1.454 4.924
H 3.610 1.197 5.681
O -3.370 1.565 1.056
H -3.227 2.492 0.952
H -3.108 1.470 2.051
Cl 2.189 2.872 1.537
Cl -2.424 1.008 4.217
N -1.671 3.947 4.737
N -2.411 4.252 3.589
N -3.660 4.593 3.711
C -3.987 4.836 2.405
N -2.951 4.613 1.579
N -1.939 4.202 2.341
H -1.932 2.962 4.903
H -2.078 4.533 5.465
H -5.003 5.051 2.028
*
```

Output
⟨S²⟩ = 0.767
lowest unoccupied orbital energy (alpha / beta) = 0.11 / -3.28 eV
relative energy (zero: lowest compared OMol25 entry of this formula, charge and spin) = 0.0 kcal per mole
orbital gap (alpha / beta) = 7.84 / 4.39 eV


| no. | E (eV) |
| --- | --- |
| 1 | -140517.05016 |
| 2 | -167755.99487 |
| 3 | -173250.14895 |